No. 1
ORCA calculation (ωB97M-V/def2-TZVPD) on the ion C4H5N2O3 with charge -1 at a distorted geometry.

Cartesian coordinates (Å):
O 3.1152 -0.9342 0.0874
O -1.4955 -0.5582 0.0053
O -0.0542 2.1212 -0.9764
N 1.9930 -0.4532 -0.1556
N 1.7664 0.8424 -0.4511
C -1.6476 0.4266 1.0483
C -0.2715 -0.4188 -0.6381
C 0.8877 -1.1848 -0.2060
C 0.4507 1.0601 -0.6146
H -0.4798 -0.5286 -1.7328
H 0.8442 -2.3179 -0.1091
H -0.8468 0.1467 1.7111
H -2.7004 0.3010 1.4535
H -1.5611 1.4977 0.5779

**Highest occupied orbital energy (alpha / beta)**: -0.0452 / -0.1631 Eh
**Net charge**: -1
**Gap between HOMO and LUMO (alpha / beta)**: 5.138 / 7.287 eV
**Energy relative to the best compared isomer or geometry (same formula, charge and spin)**: 0.000 eV
**LUMO level (alpha / beta)**: 3.9091 / 2.8476 eV
**Spin multiplicity**: 3

Löwdin atomic charge list, values in e, 8 entries: atom 1 (O): -0.1021, atom 2 (O): -0.1800, atom 3 (O): -0.0570, atom 4 (N): -0.3998, atom 5 (N): 0.1437, atom 6 (C): -0.0978, atom 7 (C): -0.3101, atom 8 (C): -0.0198



No. 2
ORCA calculation (ωB97M-V/def2-TZVPD) on the molecule C4H7N3.

Cartesian coordinates (Å):
N -0.3082 0.8096 1.7238
N -0.4618 -0.5137 2.2778
N -0.1109 -1.3993 1.4841
C 0.5240 1.8201 -0.3267
C 0.1348 0.6620 0.5301
C -0.6461 -1.3570 -0.8732
C 0.2786 -0.7945 0.2105
H 0.3186 2.7499 0.2080
H -0.0111 1.8260 -1.2824
H -0.4759 -0.8790 -1.8417
H 1.3226 -1.0571 -0.0040
H -0.4704 -2.4311 -0.9743
H 1.5964 1.7739 -0.5501
H -1.6904 -1.2097 -0.5821

**Highest occupied orbital energy**: -0.3651 Eh
**Gap between HOMO and LUMO**: 10.224 eV
**Energy relative to the best compared isomer or geometry (same formula, charge and spin)**: 1.541 eV
**LUMO level**: 0.2897 eV
**Spin multiplicity**: 1
**SMILES string**: CC1=NN=N[C@H]1C

Löwdin atomic charge list, values in e, 8 entries: atom 1 (N): 0.0883, atom 2 (N): 0.0003, atom 3 (N): 0.0208, atom 4 (C): -0.0277, atom 5 (C): -0.3411, atom 6 (C): -0.0461, atom 7 (C): -0.3446, atom 8 (H): 0.0816



No. 3
ORCA calculation (ωB97M-V/def2-TZVPD) on a cluster of 13 separate species, C50H118NO30S10 in total at a distorted geometry.

Cartesian coordinates (Å):
S -1.9136 -9.5791 2.4684
S -9.6989 -6.9865 6.7744
S 6.0535 8.1196 2.5550
S -5.6427 -5.8950 -5.1318
S 9.0213 -1.2379 0.7457
S 6.0308 5.5224 -6.0275
S -9.4479 0.1342 0.5735
S 0.0126 3.6617 12.5535
S -3.0916 9.1472 -1.1603
S 4.8257 -5.3736 -5.2444
O -6.3168 -5.1686 -6.4816
O 6.8303 6.6967 3.0477
O -8.4031 -6.8230 7.8524
O -10.6240 -8.0097 7.2517
O -3.2423 -10.1652 2.2444
O 8.0619 -1.3057 1.8467
O 6.1211 -5.7878 -5.7303
O 4.4226 -3.9119 -5.8888
O -5.9094 -4.9898 -4.0054
O -10.3868 1.0404 1.2566
O -2.9682 9.3108 -2.8103
O 0.7503 4.0495 11.3489
O -4.3860 9.7783 -0.8249
O -1.3486 -10.0692 3.9067
O 10.1384 -0.3357 0.6108
O -4.2695 -6.2531 -5.4751
O -0.6354 2.3691 12.6795
O -2.7885 7.8310 -0.7185
O 4.6561 5.0056 -6.0815
O 6.8098 5.0845 -7.4254
O 6.8458 5.2264 -4.8399
O -1.6013 -8.1711 2.3430
O 0.9390 3.9203 13.8760
O 9.6474 -2.7830 0.5882
O -8.6449 0.9948 -0.5797
O -8.5086 -0.6234 1.3393
O -10.2504 -5.6281 6.5176
O 5.0466 7.8372 1.5289
O 5.6650 8.8074 3.7732
O 4.6563 -5.2317 -3.8076
N -0.5554 0.9055 2.5789
C -6.2276 -5.8509 -7.6647
C 0.2669 4.3622 -12.1364
C -0.3957 0.1403 1.2213
C -4.3869 3.8008 -10.3961
C -6.4087 -4.8863 -8.8884
C -1.7610 10.2808 -0.6269
C -6.6205 -7.4412 -5.0466
C 3.8274 -3.7000 8.9976
C -8.8057 -7.6288 5.2835
C 10.8600 -4.5362 -0.6363
C -2.0365 1.1442 2.9269
C -8.2917 2.6100 -2.2519
C -1.8699 8.6756 -3.4821
C -0.6079 3.4718 -11.2115
C -1.3866 -0.5907 4.3873
C -0.0894 -0.0585 3.7889
C 2.9464 -3.4591 10.0841
C -2.9743 3.3385 -10.2026
C -0.7115 -10.5335 1.3563
C 10.6967 -3.0219 -0.3146
C -0.5716 1.0926 0.0217
C 3.5269 -4.6914 8.0551
C -7.7601 -5.5199 7.8647
C -0.8510 0.3318 -1.2919
C 1.9140 -4.3360 10.3105
C 2.4800 -5.5331 8.3049
C -10.3516 -1.0274 -0.5593
C 1.7150 -5.4022 9.4296
C 3.3686 -6.2588 -6.0967
C 0.2525 2.2309 2.6508
C 4.0113 -2.3962 -7.6777
C 1.2349 4.0883 16.3460
C 7.7265 6.6725 4.1216
C 8.5555 5.1885 -8.9107
C -1.0458 -11.8316 5.6235
C -1.2274 4.9943 12.9099
C -1.9675 -11.1882 4.5768
C 8.1126 -1.2323 -0.9088
C 4.7930 -3.5974 -7.2305
C 7.4553 8.9747 1.7355
C 1.6980 3.8502 -12.4380
C -9.3132 1.7071 -1.5649
C 8.2358 4.9839 -7.4164
C 6.9123 6.5075 5.4630
C -2.1390 3.9114 -11.3155
C -6.2402 -5.7242 8.1386
C -2.3240 0.6158 4.3076
C 6.1172 7.3130 -6.3626
C 0.4821 3.4293 15.1479
C -1.6927 9.3372 -4.8537
H 4.7055 -3.1048 8.7951
H 1.8715 2.9023 -12.9475
H -0.1704 4.4228 -13.1330
H -0.4648 2.4305 -11.5002
H 4.2010 -4.8257 7.2221
H -5.8497 -4.7457 8.4182
H -5.7458 -6.1390 7.2601
H -0.4840 -9.9250 0.4811
H -6.2270 -8.0916 -5.8278
H 3.1896 -7.1848 -5.5503
H 10.5000 -2.5141 -1.2587
H -2.8712 -10.8094 5.0541
H 0.2416 5.3288 -11.6332
H -1.6940 -0.3443 -1.1486
H -8.2463 -8.5121 5.5917
H -0.9149 8.8012 -5.3975
H 5.8658 -3.5588 -7.4194
H -1.0099 -0.8907 5.3651
H 6.6641 5.4506 5.5597
H 0.7574 2.3819 15.2712
H 2.3109 -6.3569 7.6273
H 8.5464 4.0392 -6.9701
H -0.9421 8.8304 -2.9313
H -0.6932 5.8170 13.3852
H -1.8363 10.2870 0.4605
H -1.1621 -11.4756 1.0443
H -7.6465 -7.1376 -5.2547
H -2.2790 -11.9237 3.8352
H 2.2277 4.5788 -13.0516
H 4.3557 -1.4897 -7.1798
H 5.6600 7.4947 -7.3353
H -2.2785 4.9824 -11.4624
H 4.4995 -4.4244 -7.8771
H -2.4634 3.5581 -9.2652
H 3.6663 -6.3472 -7.1415
H -9.5466 -1.6968 -0.8625
H 1.2520 5.1762 16.2805
H -10.1865 2.2917 -1.2755
H -0.8075 9.7833 -0.8039
H 9.6142 5.1162 -9.1600
H -3.3726 0.3436 4.4277
H -8.0364 3.4148 -1.5626
H -1.4199 -12.7887 5.9869
H 9.9679 -5.1577 -0.5593
H -1.4541 1.7136 0.1757
H 5.5397 7.7742 -5.5615
H -1.6975 5.3278 11.9848
H -7.1249 -4.1287 -8.5700
H -1.8636 11.2942 -1.0148
H -10.7785 -0.5011 -1.4130
H -4.6015 4.8638 -10.5055
H -7.9184 -5.1716 6.8440
H 8.4137 5.8379 3.9822
H 2.9491 -2.4926 -7.4530
H -8.6609 3.0501 -3.1783
H -9.8417 1.0109 -2.2161
H -8.1096 -6.8584 4.9518
H -2.1246 7.6266 -3.6332
H 0.5022 -0.8844 3.3941
H 4.2045 -2.2550 -8.7412
H 2.5251 -5.5749 -6.0013
H 7.5290 -0.3119 -0.9249
H 0.1936 2.6044 3.6731
H 11.6632 -2.6263 -0.0025
H -6.1672 -6.3767 9.0086
H 0.2124 -10.7685 1.8848
H 7.4917 -2.1136 -1.0695
H -0.1274 2.9729 1.9485
H 7.5908 6.6879 6.2967
H 2.2803 3.7826 16.3041
H -2.5665 3.5215 -12.2392
H -1.6949 -1.4168 3.7466
H -0.5945 3.5331 15.2829
H 8.0530 4.4115 -9.4868
H -7.0550 -6.5604 -7.6538
H 0.3090 1.7179 -0.1253
H 0.0138 -0.2277 -1.6485
H -2.9576 2.2488 -10.1792
H 8.2036 6.1544 -9.2731
H 7.0726 9.9508 1.4373
H -0.2741 3.3457 -10.1815
H -2.6331 9.2458 -5.3972
H 8.9114 -1.1600 -1.6469
H -0.0397 -11.9193 5.2135
H -2.4162 2.1509 2.7522
H 1.2388 -4.3443 11.1534
H 8.3320 7.5683 4.2599
H 8.7553 5.7163 -6.7985
H -1.1251 -0.6695 1.2343
H 0.5815 -0.3425 1.2085
H 0.9377 -6.1349 9.5887
H 7.1697 7.5820 -6.4528
H 11.1265 -4.6546 -1.6865
H -1.3264 10.3585 -4.7491
H 2.1835 3.6307 -11.4870
H -4.7241 3.3935 -11.3493
H -6.3527 -7.9603 -4.1263
H -6.8189 -5.2764 -9.8199
H -8.3374 -5.0144 8.6388
H -2.2871 1.4625 4.9930
H 0.4265 0.5856 4.5010
H 11.5877 -4.9368 0.0695
H -2.6073 0.6520 2.1395
H 7.7356 8.2712 0.9516
H 3.1239 -2.7031 10.8347
H -0.8301 -11.1707 6.4631
H -5.3886 -6.5233 -7.8436
H -1.9524 4.6228 13.6340
H -9.5086 -7.8720 4.4867
H -1.0829 0.9518 -2.1578
H -5.0135 3.3538 -9.6244
H -11.1027 -1.4901 0.0810
H 8.3098 9.0526 2.4077
H 1.3030 2.0918 2.3955
H 0.8211 3.8433 17.3242
H -5.5185 -4.3765 -9.2569
H 5.9889 7.0737 5.5853
H -7.3822 2.0708 -2.5168

**Highest occupied orbital energy**: -0.3844 Eh
**Net charge**: +1
**Gap between HOMO and LUMO**: 8.596 eV
**LUMO level**: -1.8656 eV
**Spin multiplicity**: 1

Löwdin atomic charge list, values in e, 8 entries: atom 1 (S): 0.6647, atom 2 (S): 0.7011, atom 3 (S): 0.6888, atom 4 (S): 0.6914, atom 5 (S): 0.6919, atom 6 (S): 0.6782, atom 7 (S): 0.6625, atom 8 (S): 0.6612



No. 4
ORCA calculation (ωB97M-V/def2-TZVPD) on a cluster of 5 separate species, C23H41Cl8N3O5PS2 in total at a distorted geometry.

Cartesian coordinates (Å):
Cl 3.5647 1.4478 -6.5400
Cl 5.8627 -0.6581 3.7032
Cl 5.2627 -2.2849 1.3569
Cl 0.6806 1.0765 -6.2865
Cl 6.5643 -5.0032 5.3140
Cl -0.1988 5.0107 -2.8847
Cl 1.2364 5.2846 -0.3571
Cl 8.7655 -4.7459 3.4139
S -2.9203 4.7843 0.9700
S -0.8638 -4.2315 -1.4802
P -0.3825 -0.8874 1.9638
O 2.5905 -0.4164 -0.7502
O -0.0046 -2.1859 0.9736
O 0.1377 0.3620 1.3321
O -1.3801 0.9887 4.8188
O 0.4399 -1.2184 3.3766
N -3.3077 -3.5308 -0.2330
N -2.7869 -0.4842 3.5402
N -3.4077 -2.3338 0.4987
C -2.2261 -0.8678 2.1993
C -2.0426 -0.7610 -1.2237
C -2.0798 0.3555 4.1458
C 2.6932 -1.8334 -0.9808
C -0.1287 5.8472 -1.3294
C -2.6516 -3.4881 2.8169
C 7.3101 -3.9890 4.0714
C 3.2746 0.2756 -1.8301
C -3.1288 -0.0317 1.1748
C -3.0966 -0.9683 -0.1256
C 1.4268 1.7509 -2.9368
C -2.1791 -3.9397 -0.5961
C 1.9810 1.8086 -7.2359
C 4.6764 -1.0185 2.4446
C -1.9642 -4.6530 2.5033
C -2.2583 0.5182 -2.1413
C -3.0158 -2.2624 1.9785
C -3.6877 2.3447 2.1461
C -2.9356 1.5067 1.0148
C 0.0650 1.4874 -2.2034
C -4.2885 3.6822 1.5948
C 2.6592 1.7102 -1.9398
C -0.9313 0.5763 -3.0324
H 0.4536 -1.7770 0.2157
H 3.7561 -1.3551 2.9129
H -4.7165 4.2286 2.4712
H -2.9417 -3.4018 3.8983
H 2.3939 2.0764 -0.9219
H -4.2221 -0.1000 1.4326
H -1.0036 -4.9848 2.9439
H 1.9421 1.4151 -8.2470
H -1.1926 1.0478 -4.0087
H 7.5777 -3.0335 4.5107
H -1.0498 5.6542 -0.7874
H -4.4277 -2.2385 0.5810
H 0.2867 0.9731 -1.2342
H -5.0727 3.5223 0.8208
H -1.7380 4.1188 1.1974
H 2.4574 -2.3032 0.0107
H -0.4216 2.4800 -2.0047
H 1.8403 2.8852 -7.2518
H 4.3653 0.2922 -1.5619
H 1.6144 1.0255 -3.7722
H -4.0665 -0.7063 -0.6341
H -1.9743 -1.5954 -1.9694
H 3.6849 -2.1380 -1.3758
H -1.8599 1.7814 0.9862
H -2.4154 -5.3330 1.7355
H 3.0813 -0.3177 -2.7595
H -0.4766 -0.4347 -3.1305
H -3.9915 -1.9614 2.4526
H -2.9147 2.6041 2.9048
H -0.0202 6.9127 -1.5077
H -4.4475 1.7101 2.6760
H -3.1283 0.3998 -2.8312
H -3.4808 1.7956 0.0772
H -2.2657 1.4672 -1.5722
H 1.8405 -2.1299 -1.6583
H 6.5973 -3.8384 3.2662
H -0.9971 -0.6496 -0.8332
H 3.4448 2.3823 -2.3697
H 1.4364 2.7789 -3.3827
H 0.1375 -2.0765 3.7277
H 4.4890 -0.1180 1.8671

**Highest occupied orbital energy**: -0.4243 Eh
**Net charge**: +1
**Gap between HOMO and LUMO**: 7.085 eV
**LUMO level**: -4.4607 eV
**Spin multiplicity**: 1

Löwdin atomic charge list, values in e, 8 entries: atom 1 (Cl): 0.5097, atom 2 (Cl): 0.5457, atom 3 (Cl): 0.5482, atom 4 (Cl): 0.5370, atom 5 (Cl): 0.4960, atom 6 (Cl): 0.5549, atom 7 (Cl): 0.5149, atom 8 (Cl): 0.5078



No. 5
ORCA calculation (ωB97M-V/def2-TZVPD) on a structure of composition C23H20N5RuS at a distorted geometry.

Cartesian coordinates (Å):
Ru -1.2060 -0.5561 -0.4559
S -1.5129 -2.8431 -0.0009
N -1.6290 -0.4166 1.6236
N -1.8942 -3.8621 2.3917
N -1.4082 1.4965 -0.1260
N 1.0263 -0.5689 -0.7064
N -1.8069 -1.5637 2.3439
C -1.2549 3.1585 1.5643
C 1.9524 -0.5600 0.3042
C -1.5664 0.7434 2.1611
C 2.7851 -0.5030 -2.3206
C -0.9274 -0.6157 -2.4002
C 1.5518 -0.6311 1.6549
C 3.3384 -0.4987 0.0144
C -1.9252 -0.6552 -4.5958
C 3.7258 -0.4670 -1.3391
C 2.4762 -0.6348 2.6619
C -1.3883 1.8388 1.1856
C 1.4234 -0.5597 -1.9807
C -1.6436 1.0308 3.6239
C 0.4884 -0.6498 -4.3426
C -1.7629 -2.7508 1.6951
C 0.3469 -0.6146 -2.9659
C 4.2700 -0.4812 1.0779
C -1.2195 4.1534 0.5949
C -1.4013 2.4495 -1.0542
C -1.3244 3.7975 -0.7332
C 3.8537 -0.5501 2.3726
C -2.0679 -0.6218 -3.2163
C -0.6474 -0.6703 -5.1499
H -2.1835 -3.8805 3.3583
H -1.4690 2.1213 -2.0822
H -0.7286 1.5315 3.9470
H -3.0603 -0.6055 -2.7743
H 1.4694 -0.6564 -4.7991
H -2.4789 1.6986 3.8409
H -1.1847 3.4092 2.6137
H -0.5329 -0.6932 -6.2254
H 4.5716 -0.5440 3.1810
H -2.7954 -0.6727 -5.2384
H 2.1532 -0.7033 3.6931
H 3.0784 -0.4922 -3.3599
H -1.8602 -4.7447 1.9034
H -1.3518 4.5426 -1.5152
H -1.7652 0.1450 4.2391
H 0.4993 -0.6937 1.8652
H -1.9878 -1.5095 3.3355
H 4.7797 -0.4270 -1.5870
H 5.3258 -0.4140 0.8462
H -1.1309 5.1944 0.8756

**Highest occupied orbital energy (alpha / beta)**: -0.5138 / -0.5173 Eh
**Net charge**: +2
**Gap between HOMO and LUMO (alpha / beta)**: 6.704 / 6.212 eV
**LUMO level (alpha / beta)**: -7.2776 / -7.8654 eV
**Spin multiplicity**: 2

Löwdin atomic charge list, values in e, 8 entries: atom 1 (Ru): 1.0671, atom 2 (S): 0.7503, atom 3 (N): -0.0979, atom 4 (N): 0.1551, atom 5 (N): -0.0218, atom 6 (N): 0.0832, atom 7 (N): 0.0266, atom 8 (C): 0.0294



No. 6
ORCA calculation (ωB97M-V/def2-TZVPD) on the molecule C5H10O at a distorted geometry.

Cartesian coordinates (Å):
O -2.2079 0.1620 0.5256
C -1.1144 0.2126 -0.4021
C -0.2263 -1.0373 -0.4047
C 1.3640 0.6124 0.1267
C -0.0487 1.2763 0.0102
C 1.0136 -0.8321 0.4831
H -0.0189 2.1426 -0.6489
H -0.3439 1.5657 1.0214
H 2.0043 1.1168 0.8677
H -1.5767 0.2984 -1.4033
H -0.8406 -1.8948 -0.1503
H 0.1479 -1.1044 -1.4344
H 0.7985 -0.9210 1.5553
H 1.9339 0.6367 -0.8158
H -2.6729 -0.6764 0.3704
H 1.8080 -1.5598 0.2594

**Highest occupied orbital energy**: -0.3734 Eh
**Gap between HOMO and LUMO**: 11.174 eV
**Energy relative to the best compared isomer or geometry (same formula, charge and spin)**: 0.418 eV
**LUMO level**: 1.0140 eV
**Spin multiplicity**: 1
**SMILES string**: OC1CCCC1

Löwdin atomic charge list, values in e, 8 entries: atom 1 (O): -0.0525, atom 2 (C): -0.3696, atom 3 (C): -0.1654, atom 4 (C): -0.1958, atom 5 (C): -0.1206, atom 6 (C): -0.1967, atom 7 (H): 0.1032, atom 8 (H): 0.1130



No. 7
ORCA calculation (ωB97M-V/def2-TZVPD) on the molecule C5H9NO.

Cartesian coordinates (Å):
O -2.4059 0.1158 -0.5647
N -0.7285 -1.4909 -1.0032
C 0.8053 1.3293 -0.5820
C 0.5868 -1.2422 -0.4088
C 0.0583 0.1577 0.0437
C -1.2771 -0.3102 -0.5772
C -0.2213 0.4437 1.5199
H -1.1981 -2.3633 -1.2043
H 1.7274 1.5063 -0.0127
H 1.0862 1.1377 -1.6227
H -1.0470 1.1659 1.5517
H 0.6385 0.8910 2.0289
H -0.5482 -0.4405 2.0769
H 0.2073 2.2448 -0.5420
H 1.3821 -1.1939 -1.1630
H 0.8690 -1.9498 0.3771

**Highest occupied orbital energy**: -0.3527 Eh
**Gap between HOMO and LUMO**: 10.450 eV
**Energy relative to the best compared isomer or geometry (same formula, charge and spin)**: 0.818 eV
**LUMO level**: 0.8525 eV
**Spin multiplicity**: 1
**SMILES string**: CC1(C)CNC1=O

Löwdin atomic charge list, values in e, 8 entries: atom 1 (O): 0.0843, atom 2 (N): 0.1010, atom 3 (C): -0.0378, atom 4 (C): -0.1016, atom 5 (C): -0.4349, atom 6 (C): -0.4653, atom 7 (C): -0.0345, atom 8 (H): 0.1421



No. 8
ORCA calculation (ωB97M-V/def2-TZVPD) on the ion C2H3N2OS with charge -1 at a distorted geometry.

Cartesian coordinates (Å):
S 3.0520 -1.7750 -0.3073
O 0.9106 -2.3490 -1.6048
N 1.5797 -1.3744 -0.9942
N 3.6079 -0.8592 0.6922
C 0.9744 -0.2902 -0.3328
C -0.2819 -0.2312 0.1623
H -0.7061 0.5597 0.6352
H -0.9153 -1.1407 0.0208
H 1.7602 0.4195 -0.0215

**Highest occupied orbital energy (alpha / beta)**: -0.0895 / -0.0893 Eh
**Net charge**: -1
**Gap between HOMO and LUMO (alpha / beta)**: 6.550 / 6.544 eV
**Energy relative to the best compared isomer or geometry (same formula, charge and spin)**: 3.448 eV
**LUMO level (alpha / beta)**: 4.1145 / 4.1139 eV
**Spin multiplicity**: 1

Löwdin atomic charge list, values in e, 8 entries: atom 1 (S): 0.7538, atom 2 (O): -0.3660, atom 3 (N): -0.6405, atom 4 (N): -0.5420, atom 5 (C): -0.2826, atom 6 (C): -0.0151, atom 7 (H): -0.0215, atom 8 (H): 0.0508